{
  "formula": "C26H54BBr6Cl3F4ILiN4O13PS2",
  "method": "wB97M-V/def2-TZVPD",
  "homo_lumo_gap_ev": 0.690,
  "total_energy_ha": -20911.8501,
  "charge": -1,
  "e_lumo_ha": -0.08827,
  "homo_energy_ha": -0.11363,
  "symbols": ["C", "C", "C", "N", "C", "B", "O", "O", "C", "C", "C", "O", "F", "N", "C", "C", "C", "O", "I", "P", "O", "O", "C", "Cl", "C", "C", "C", "C", "C", "C", "C", "C", "C", "C", "C", "C", "O", "C", "H", "H", "H", "H", "H", "H", "H", "H", "H", "H", "H", "H", "H", "H", "H", "H", "H", "H", "H", "H", "H", "H", "H", "H", "H", "H", "H", "H", "H", "H", "H", "H", "H", "H", "H", "H", "H", "H", "H", "H", "H", "H", "H", "H", "O", "H", "H", "N", "S", "O", "O", "F", "S", "O", "O", "F", "C", "Br", "Br", "Br", "H", "F", "Li", "Cl", "O", "H", "H", "C", "Br", "Br", "Br", "H", "N", "H", "H", "H", "H", "Cl"],
  "coordinates": [[-0.20293, 2.16343, 2.64432], [0.43637, 1.42532, 1.85034], [1.74177, 1.84127, 1.25747], [2.29210, 1.16727, 0.05233], [3.01917, -0.09127, 0.33876], [2.20577, -1.18825, 1.11884], [2.03282, -0.96332, 2.46882], [1.67193, -2.40082, 0.67452], [3.93542, -0.43849, -0.84955], [4.39242, -1.89824, -0.84463], [5.47843, -1.95758, -1.86552], [6.49193, -1.50180, -1.63585], [5.30569, -2.46503, -2.99747], [3.56761, 0.07178, -2.16218], [2.12337, 0.28220, -2.34062], [1.99775, 0.74342, -3.81313], [0.81065, 1.51278, -4.32148], [0.99128, 2.58887, -4.62338], [-1.18909, 0.86450, -4.63598], [1.47782, -1.51557, -2.35579], [2.58801, -2.26409, -3.29846], [0.17568, -1.59982, -3.26103], [1.52734, 1.20430, -1.24712], [-0.14255, 0.59034, -1.08372], [1.52491, 2.66949, -1.68969], [0.12852, 3.16749, -1.93200], [-0.64957, 3.65421, -0.71272], [-2.02429, 2.98651, -0.62805], [-3.13323, 3.75893, -1.23820], [-4.43693, 3.01788, -0.98664], [-4.44850, 1.56326, -1.49018], [-4.01756, 0.56333, -0.38376], [-4.83871, -0.72147, -0.33025], [-4.60162, -1.41193, 1.03268], [-4.11046, -2.87162, 0.96545], [-2.60832, -3.02331, 1.11459], [-2.11218, -4.21807, 0.60193], [-2.18470, -4.24778, -0.80284], [0.28403, 2.99659, 3.09092], [-1.21901, 1.99697, 2.86452], [-0.00942, 0.49576, 1.61843], [1.72544, 2.90236, 1.17831], [2.47745, 1.69235, 2.03411], [3.07827, 1.74482, -0.18295], [3.72127, 0.23464, 1.09145], [1.18749, -1.33526, 2.74192], [0.76740, -2.53025, 0.97076], [4.86966, 0.06415, -0.66209], [3.60611, -2.59378, -1.02357], [4.89362, -2.08663, 0.08495], [3.95056, 0.99192, -2.23702], [2.86920, 1.32644, -4.04924], [2.11044, -0.12810, -4.43423], [2.45204, -3.17743, -3.10445], [-0.61192, -1.74262, -2.74985], [2.07945, 2.81082, -2.59715], [2.00362, 3.36148, -1.01698], [0.23700, 4.03639, -2.55064], [-0.47741, 2.50277, -2.50221], [-0.15313, 3.56747, 0.23286], [-0.83173, 4.70273, -0.84932], [-1.97351, 2.05677, -1.14806], [-2.23094, 2.77804, 0.40279], [-3.23125, 4.73119, -0.78736], [-2.98936, 3.93271, -2.28825], [-4.63803, 2.99347, 0.06663], [-5.21482, 3.55904, -1.51977], [-3.75179, 1.50503, -2.31903], [-5.39798, 1.27482, -1.89221], [-3.96725, 1.08292, 0.55585], [-2.98782, 0.27780, -0.60804], [-4.53326, -1.35752, -1.13916], [-5.91911, -0.41244, -0.37358], [-5.54862, -1.45227, 1.52959], [-3.88995, -0.87388, 1.64208], [-4.55378, -3.42030, 1.77768], [-4.48104, -3.30760, 0.06530], [-2.35713, -3.02838, 2.15928], [-2.10587, -2.15479, 0.68499], [-1.26489, -4.72111, -1.26058], [-2.31231, -3.24455, -1.21406], [-3.03410, -4.84219, -1.08858], [-5.98362, -4.47546, -1.16639], [-5.79918, -5.36153, -0.85136], [-6.87515, -4.52677, -1.51398], [0.49147, -1.50801, 6.57844], [-0.39325, -0.29979, 7.13189], [-1.64020, -0.65276, 7.69062], [-0.32038, 0.91351, 6.39948], [0.47360, 0.02951, 8.41904], [-0.12986, -2.16232, 5.29675], [0.44973, -3.42981, 4.96277], [-0.38740, -1.30935, 4.16843], [-1.55854, -2.59896, 5.74867], [-8.35511, 5.08369, -2.69146], [-7.76920, 5.05062, -0.83494], [-8.81510, 6.89374, -3.31018], [-7.06488, 4.25269, -3.85918], [-9.25455, 4.49438, -2.74620], [-0.10098, -5.92056, -0.91219], [2.07360, -3.46898, 2.28413], [-9.35322, 7.79388, -5.54318], [9.42879, -0.28752, -1.92300], [9.70250, 0.15516, -1.11541], [8.57026, -0.65677, -1.70669], [5.41099, -0.56517, 4.94465], [6.23298, -2.30603, 4.80926], [5.69836, 0.48216, 3.33975], [3.55262, -0.68741, 5.39984], [5.90425, -0.04624, 5.74766], [9.14785, -2.64677, 0.46532], [10.05435, -2.23975, 0.19644], [8.38673, -2.14318, -0.02132], [9.12415, -3.64045, 0.19829], [9.01805, -2.56130, 1.48317], [-7.76338, 0.07715, -0.85299]],
  "atomic_forces_ev_per_a": [[-1.27, 2.57, 2.33], [1.51, -2.55, -2.97], [-0.01, -0.34, 1.94], [0.15, -0.47, -0.52], [0.53, -0.96, 0.05], [-1.44, -0.61, 1.01], [0.70, 0.31, -1.19], [1.06, 0.28, 0.04], [0.45, 0.03, -0.02], [-0.59, 0.07, -0.78], [-4.48, -1.15, 1.11], [7.41, 3.14, 2.06], [-1.48, -1.91, -3.04], [-0.86, 0.30, 0.63], [0.54, -1.63, -1.66], [-0.04, -0.80, 0.66], [-0.90, -4.55, 1.27], [1.04, 6.55, -2.10], [-0.42, -0.53, -0.13], [-0.37, -1.25, 2.83], [-0.03, 2.02, -0.57], [0.77, 0.55, -1.31], [-1.04, -0.15, -1.10], [0.51, -0.44, 1.10], [-0.56, -0.01, -0.18], [0.06, 1.91, 0.37], [-0.86, -0.34, -0.42], [1.08, 0.54, 0.05], [-0.97, -0.13, 0.63], [-0.43, -0.26, -1.50], [0.75, 0.14, 0.77], [0.12, -0.16, -1.58], [0.12, 1.12, 1.75], [0.13, -1.09, -0.84], [0.01, 0.87, 0.41], [-0.63, -0.13, 0.06], [0.93, 0.13, 0.17], [0.86, -0.43, -1.20], [-0.04, 1.15, 0.11], [-0.84, -0.54, 0.86], [-0.36, -0.80, -0.82], [-0.03, 0.80, -1.01], [0.70, -0.39, 0.12], [0.43, 0.87, -0.26], [0.23, -0.01, 0.62], [-0.83, 0.16, 1.28], [-1.10, -0.27, -0.54], [0.46, 0.47, 0.33], [-0.64, -0.49, -0.05], [0.12, -0.22, 0.71], [0.78, 0.61, -0.37], [0.26, 0.74, -0.19], [-0.04, -0.68, -0.22], [-0.12, -1.46, -0.04], [-0.86, -0.30, 0.46], [0.45, -0.34, -0.51], [0.19, 0.03, 0.84], [0.18, 0.44, -0.68], [-0.24, -0.44, -0.31], [0.64, -0.25, 0.44], [0.04, 0.73, 0.07], [-0.19, -0.61, -0.08], [-0.38, -0.24, 0.64], [0.12, 0.67, 0.29], [0.19, -0.07, -0.77], [-0.36, 0.29, 0.62], [-0.27, 0.10, 0.33], [0.32, -0.12, -0.49], [-0.80, -0.03, 0.06], [-0.30, 0.11, 0.67], [0.59, -0.14, 0.19], [-0.16, -0.44, -0.60], [1.09, -0.72, -0.39], [-0.55, 0.31, 0.57], [0.17, 0.52, 0.41], [-0.30, -0.43, 0.40], [-0.01, -0.36, -0.67], [0.14, 0.10, 0.77], [0.34, 0.44, -0.50], [-0.69, 0.14, 0.96], [-0.27, 0.41, 0.01], [-0.56, -0.16, -0.39], [0.07, -0.07, -0.11], [0.13, -0.17, 0.11], [-0.23, 0.21, -0.07], [-0.18, -0.23, -0.85], [0.05, 1.75, 1.83], [-0.62, -0.78, -0.12], [0.39, 0.12, -0.94], [0.47, -0.44, -0.23], [-1.07, -1.20, -0.26], [1.45, 0.04, -0.12], [0.62, 0.55, -0.36], [-0.21, 0.20, 0.10], [0.10, 0.57, 0.64], [0.03, -0.14, 0.01], [0.68, -1.80, 1.42], [-0.03, 0.11, 0.08], [-0.08, -0.15, 0.03], [1.02, -0.04, -0.01], [-0.32, -0.51, 0.34], [-0.66, 1.46, -2.20], [0.28, -0.37, 0.39], [0.12, 0.37, -0.04], [-0.57, 0.07, -0.38], [-0.46, -0.11, 0.09], [0.01, 0.02, -0.10], [0.07, -0.02, -0.08], [0.08, -0.05, 0.07], [0.18, 0.12, 0.06], [-0.09, 0.04, -0.01], [-0.12, -0.02, -0.07], [0.11, -0.13, 0.05], [0.00, 0.09, 0.01], [-0.01, -0.01, -0.11], [-0.99, 0.30, -0.17]],
  "mulliken_charge": [-1.204, 0.249, -1.392, -0.333, -0.864, 1.617, 0.329, -1.276, -0.832, -0.467, -0.396, -0.273, -0.226, -0.496, -0.729, -0.630, -0.467, -0.374, 0.139, -0.136, -0.571, -0.511, 1.070, 1.271, -1.673, -0.991, -1.099, 0.944, -1.279, -0.174, -0.933, 0.280, 0.504, -1.193, -0.345, -0.087, -0.516, -0.501, 0.309, 0.397, 0.291, 0.922, 0.624, 0.766, -0.126, -0.237, 0.252, 1.193, 0.425, 0.536, 0.596, 0.696, 0.844, 0.440, 0.386, 0.832, 0.664, 1.005, -0.295, 0.236, 0.659, -0.748, 0.399, 0.426, 0.298, 0.594, -0.514, 0.117, 0.678, 0.431, -0.666, 0.436, -0.717, 0.503, 0.372, 0.419, 0.050, 0.473, -0.078, 0.300, 0.049, 0.238, -0.574, 0.281, 0.257, -0.382, 1.074, -0.582, -0.553, -0.277, 1.053, -0.743, -0.287, -0.235, -0.380, -0.074, 0.052, -0.067, 0.398, -0.928, 0.790, -0.667, -0.619, 0.329, 0.334, -0.362, -0.071, -0.081, 0.067, 0.367, -0.905, 0.486, 0.233, 0.503, 0.430, -0.781]
}